205
Properties=species:S:1:pos:R:3:forces:R:3:lowdin_charge:R:1 method="wB97M-V/def2-TZVPD" e_above_lowest_ev=0.000 smiles=CCN(CC)CC.CCN(CC)CC.CCN(CC)CC.CCN(CC)CC.CCN(CC)CC.CCN(CC)CC.CCN(CC)CC.C1CCOC1.C1CCOC1.C1CCOC1.CO.CO total_energy_ev=-80956.117 charge=0 homo_lumo_gap_ev=8.418 e_homo_ev=-7.816
C 12.2786 -21.9344 -8.1032 -0.610 0.309 -0.626 -0.08
C 12.1410 -20.4349 -7.8718 0.016 -0.856 0.384 -0.27
N 10.7933 -19.9769 -8.2057 0.561 0.831 -0.172 -0.16
C 10.4502 -20.1472 -9.6293 -0.184 -0.514 0.160 -0.25
C 11.4482 -19.6880 -10.6843 -0.830 0.889 0.011 -0.07
C 10.7025 -18.5692 -7.7878 -1.392 -0.067 0.228 -0.25
C 9.2575 -18.0541 -7.7297 0.026 0.144 0.288 -0.09
H 11.5356 -22.4539 -7.4961 0.150 -0.126 0.078 0.08
H 13.2794 -22.3230 -7.9315 0.016 0.071 0.113 0.07
H 12.0056 -22.1095 -9.1477 0.268 -0.387 0.047 0.04
H 12.2782 -20.2641 -6.8018 0.100 0.278 -0.051 0.11
H 12.9348 -19.9037 -8.4138 -0.038 0.169 -0.020 0.11
H 10.2756 -21.2071 -9.8389 -0.121 -0.026 0.248 0.10
H 9.4829 -19.6740 -9.7857 0.017 0.123 0.042 0.07
H 12.2994 -20.3624 -10.7180 0.191 0.268 -0.286 0.07
H 10.9010 -19.6376 -11.6297 0.270 -0.664 -0.188 0.06
H 11.7032 -18.6300 -10.5619 0.580 -0.190 0.353 0.07
H 11.2953 -17.8772 -8.3968 0.289 -0.092 0.008 0.11
H 11.0126 -18.5079 -6.7440 0.542 -0.090 -0.136 0.11
H 9.2315 -17.1083 -7.1812 0.134 0.143 -0.250 0.07
H 8.6442 -18.7179 -7.1196 0.018 -0.232 -0.224 0.06
H 8.7812 -17.8948 -8.6968 0.008 -0.077 -0.034 0.05
C 1.8071 -25.6832 -13.9055 -1.189 0.004 0.756 -0.09
C 2.1726 -24.5929 -12.8960 1.060 -0.423 -0.738 -0.25
N 2.7801 -25.1000 -11.6575 0.234 0.981 -0.454 -0.17
C 3.0795 -23.9557 -10.8155 0.337 1.420 0.998 -0.27
C 4.3479 -23.1244 -11.1204 0.301 -1.072 -0.956 -0.07
C 1.9699 -26.0660 -10.9624 -0.205 -1.147 0.143 -0.27
C 0.5578 -25.6688 -10.5132 -0.285 -0.241 -0.551 -0.08
H 1.5725 -25.2731 -14.8865 0.163 0.144 0.008 0.07
H 0.8685 -26.1040 -13.5265 0.057 -0.384 -0.347 0.06
H 2.5200 -26.4972 -14.0117 0.274 0.201 0.129 0.08
H 2.9195 -23.9659 -13.3882 0.024 0.186 0.251 0.10
H 1.3095 -23.9505 -12.6833 -0.181 -0.050 -0.024 0.11
H 2.2608 -23.2189 -10.8281 -0.294 -0.161 0.059 0.11
H 3.1674 -24.2722 -9.7744 -0.110 -0.216 -0.036 0.09
H 4.5572 -22.2464 -10.5088 -0.600 -0.095 0.335 0.05
H 5.2203 -23.7769 -11.0257 0.055 0.011 -0.078 0.04
H 4.3312 -22.7817 -12.1582 0.043 0.015 -0.022 0.06
H 2.5580 -26.4965 -10.1449 -0.022 0.457 0.232 0.10
H 1.8581 -26.9434 -11.6104 -0.053 0.162 -0.133 0.11
H -0.0953 -25.6467 -11.3916 0.017 0.240 -0.002 0.06
H 0.4562 -24.7080 -10.0114 0.224 -0.049 0.152 0.07
H 0.1267 -26.4611 -9.8991 0.161 0.101 0.241 0.07
C 6.8483 -22.2077 -8.2359 1.181 0.216 0.959 -0.07
C 6.6483 -20.6995 -8.2396 0.343 0.940 -0.622 -0.26
N 5.2513 -20.3550 -8.4236 -0.522 -0.554 -0.344 -0.21
C 4.3877 -20.7139 -7.2854 0.300 0.863 -0.981 -0.23
C 3.3231 -21.6798 -7.7596 -0.095 -0.582 0.751 -0.08
C 4.9015 -19.1952 -9.2397 1.097 0.016 0.878 -0.22
C 5.2093 -17.8939 -8.4600 -0.497 0.119 -0.038 -0.08
H 7.9045 -22.4645 -8.3753 0.011 0.171 -0.297 0.07
H 6.2645 -22.7071 -9.0027 -0.192 -0.029 0.135 0.05
H 6.6859 -22.5815 -7.2215 -0.619 -0.350 -0.215 0.07
H 7.0997 -20.1701 -7.3861 -0.223 -0.633 0.618 0.10
H 7.2919 -20.2342 -8.9991 -0.588 -0.202 -0.618 0.10
H 5.0292 -21.1317 -6.5094 -0.144 -0.314 -0.011 0.11
H 3.9464 -19.8232 -6.8201 -0.085 0.085 -0.108 0.11
H 3.8352 -22.5495 -8.1722 -0.158 -0.086 -0.040 0.04
H 2.7105 -22.0078 -6.9129 -0.062 -0.066 -0.088 0.07
H 2.6471 -21.2896 -8.5197 0.175 0.264 -0.040 0.07
H 3.8898 -19.2460 -9.6441 -0.245 -0.063 0.459 0.11
H 5.5220 -19.2451 -10.1378 0.188 0.048 0.077 0.09
H 5.5441 -17.0896 -9.1174 0.007 0.048 0.110 0.06
H 5.9571 -18.0912 -7.6921 0.401 -0.018 -0.314 0.06
H 4.3682 -17.5258 -7.8666 -0.229 -0.011 -0.317 0.06
C 13.1532 -23.2630 -13.9991 -1.064 1.220 0.190 -0.07
C 13.5113 -22.2085 -15.0273 0.280 0.063 -1.537 -0.23
N 13.5218 -22.7050 -16.4202 0.195 0.555 0.124 -0.18
C 14.5570 -23.6936 -16.6886 -0.572 0.019 -0.899 -0.27
C 15.9540 -23.1851 -16.4664 0.136 -0.022 1.034 -0.09
C 12.2222 -23.1448 -16.9158 -0.426 -0.444 0.996 -0.27
C 11.9943 -22.9302 -18.3970 0.414 -0.286 -0.744 -0.09
H 12.0631 -23.3017 -13.9234 0.022 -0.245 0.055 0.06
H 13.4725 -22.8336 -13.0482 0.147 -0.770 0.260 0.07
H 13.4977 -24.2632 -14.2473 0.453 0.085 0.294 0.06
H 12.8529 -21.3359 -15.0494 -0.388 -0.268 0.394 0.11
H 14.4795 -21.7384 -14.8373 0.178 -0.360 0.035 0.10
H 14.4246 -23.9470 -17.7451 0.142 -0.164 0.066 0.11
H 14.4115 -24.6325 -16.1289 -0.054 -0.027 0.059 0.11
H 16.1179 -23.1417 -15.3869 0.109 0.203 -0.042 0.03
H 16.0967 -22.1753 -16.8490 0.078 -0.135 -0.295 0.09
H 16.7002 -23.8971 -16.8183 -0.008 0.161 -0.323 0.08
H 12.0824 -24.2011 -16.6309 0.054 -0.303 -0.486 0.11
H 11.4086 -22.7138 -16.3219 0.219 0.644 -0.104 0.10
H 12.1079 -21.9017 -18.7414 -0.003 0.144 0.418 0.07
H 12.7234 -23.5030 -18.9785 0.027 0.002 0.052 0.06
H 11.0251 -23.2793 -18.7578 -0.134 -0.043 0.351 0.06
C 17.1325 -26.3170 -9.6122 -0.194 0.789 1.217 -0.07
C 17.1038 -24.9808 -10.3534 0.026 -0.453 -1.431 -0.25
N 16.2051 -25.0681 -11.5034 -0.602 -0.075 -0.787 -0.19
C 14.7802 -25.1883 -11.1782 0.709 1.014 -0.349 -0.23
C 14.2648 -23.9042 -10.5000 -0.881 -1.174 0.207 -0.07
C 16.5331 -24.0962 -12.5692 1.593 -1.322 0.550 -0.24
C 17.4978 -24.7378 -13.5735 -0.012 0.328 -0.617 -0.10
H 17.4660 -27.1483 -10.2257 -0.018 0.113 -0.203 0.08
H 16.1589 -26.5489 -9.1728 -0.139 -0.100 -0.322 0.05
H 17.7600 -26.2449 -8.7185 0.306 -0.018 -0.208 0.07
H 16.8900 -24.0718 -9.7774 -0.028 -0.295 0.596 0.11
H 18.0787 -24.8075 -10.8179 0.170 -0.055 0.307 0.11
H 14.1971 -25.3433 -12.0905 0.289 0.185 -0.237 0.09
H 14.6325 -26.1357 -10.6583 -0.122 0.332 0.582 0.08
H 14.6349 -23.7817 -9.4828 0.087 0.040 -0.007 0.06
H 14.4965 -23.0187 -11.0882 0.131 -0.021 -0.031 0.07
H 13.1775 -24.0091 -10.4482 -0.030 0.337 0.185 0.05
H 17.1447 -23.2723 -12.1805 -0.571 0.391 0.332 0.11
H 15.6878 -23.6959 -13.1223 -0.324 -0.127 0.316 0.08
H 17.0928 -25.6132 -14.0844 -0.327 0.232 -0.140 0.07
H 18.4710 -25.0765 -13.2119 -0.154 0.221 0.632 0.07
H 17.7100 -23.9204 -14.2689 0.186 -0.416 -0.426 0.05
C 12.0938 -30.4661 -14.2041 -0.961 -0.398 0.830 -0.09
C 12.2787 -28.9809 -14.4624 -0.237 -0.700 0.140 -0.26
N 11.9511 -28.1709 -13.2922 -0.505 0.098 -0.250 -0.17
C 11.9045 -26.7639 -13.6776 1.005 0.475 -0.638 -0.26
C 10.5932 -26.3424 -14.3114 -1.547 -0.423 1.133 -0.07
C 12.7323 -28.4988 -12.1111 1.542 0.220 -0.155 -0.24
C 14.2626 -28.5007 -12.3595 -0.145 0.262 0.032 -0.08
H 11.2176 -30.6372 -13.5649 -0.003 0.339 0.045 0.06
H 12.9108 -30.9049 -13.6302 0.203 -0.135 -0.422 0.07
H 11.8196 -31.0422 -15.0876 0.684 0.045 -0.223 0.07
H 13.3106 -28.8340 -14.8090 0.012 0.336 -0.079 0.11
H 11.6048 -28.7099 -15.2749 0.056 0.251 0.024 0.11
H 12.1884 -26.1161 -12.8461 -0.457 -0.145 0.263 0.09
H 12.6892 -26.5289 -14.4181 0.226 -0.206 -0.009 0.10
H 9.7977 -26.6884 -13.6359 0.004 -0.047 -0.009 0.06
H 10.3935 -25.2710 -14.3627 0.619 0.107 -0.245 0.05
H 10.3248 -26.8121 -15.2578 0.499 0.070 -0.177 0.07
H 12.4692 -29.4735 -11.6967 -0.356 -0.008 -0.148 0.10
H 12.5956 -27.7646 -11.3148 -0.588 0.103 -0.154 0.09
H 14.6108 -29.3340 -12.9699 -0.048 -0.066 0.055 0.06
H 14.7993 -28.5120 -11.4083 0.005 -0.149 -0.010 0.07
H 14.5574 -27.5767 -12.8631 0.041 -0.011 -0.024 0.06
C 8.9217 -19.8726 -16.4024 -0.319 0.671 0.311 -0.08
C 8.4840 -18.7831 -15.4183 -0.242 -0.076 0.221 -0.26
N 8.0838 -19.3189 -14.1115 0.490 0.601 -0.504 -0.18
C 7.0937 -20.3605 -14.2340 -1.270 -0.828 0.751 -0.27
C 5.7369 -20.0604 -14.9426 0.926 1.223 -0.490 -0.07
C 7.6204 -18.2404 -13.2261 0.152 -0.241 0.047 -0.24
C 7.9756 -18.5582 -11.7787 -0.892 0.140 0.155 -0.08
H 9.3691 -19.3454 -17.2444 0.165 -0.378 -0.145 0.08
H 8.0951 -20.4857 -16.7576 -0.070 0.065 -0.073 0.06
H 9.6326 -20.5346 -15.9086 0.215 0.068 -0.125 0.07
H 9.3113 -18.0815 -15.2841 0.101 -0.171 0.240 0.11
H 7.6662 -18.1467 -15.7950 -0.021 -0.227 -0.463 0.11
H 7.5240 -21.2697 -14.6575 0.135 0.195 -0.402 0.09
H 6.8509 -20.7123 -13.2239 -0.006 0.247 0.116 0.10
H 5.3209 -19.0707 -14.7236 0.025 -0.173 0.695 0.06
H 5.9116 -19.9020 -16.0118 -0.161 -0.785 -0.154 0.06
H 4.9720 -20.7978 -14.7221 0.102 -0.206 -0.206 0.07
H 6.5492 -18.0971 -13.4074 -0.089 0.114 0.459 0.10
H 8.0817 -17.2843 -13.4820 0.178 -0.159 -0.276 0.11
H 9.0302 -18.3842 -11.5833 0.060 -0.231 -0.082 0.06
H 7.6781 -19.5820 -11.5415 0.357 -0.118 0.000 0.06
H 7.4028 -17.9457 -11.0749 0.062 0.200 -0.100 0.06
C 8.1203 -23.4014 -11.8553 -0.905 -0.386 1.614 -0.15
C 8.8720 -24.5818 -11.1955 1.217 -0.066 -0.393 -0.13
C 10.3538 -24.1124 -11.2442 -1.072 0.232 1.743 -0.20
O 10.3844 -23.0144 -12.1219 1.046 0.955 -0.224 -0.15
C 9.1496 -22.8400 -12.7822 -0.096 -2.028 -1.201 -0.20
H 7.8100 -22.6575 -11.1114 0.161 -0.085 0.150 0.10
H 7.1952 -23.8040 -12.2696 0.120 0.343 -0.578 0.11
H 8.8328 -25.5090 -11.7683 -0.540 0.189 -0.246 0.08
H 8.6002 -24.8383 -10.1725 -0.265 0.263 -0.003 0.09
H 11.1009 -24.8910 -11.4079 -0.153 -0.015 -0.741 0.09
H 10.5901 -23.7592 -10.2312 0.217 0.267 -0.091 0.10
H 9.1346 -23.5776 -13.6080 0.102 0.485 -0.448 0.11
H 9.0227 -21.8480 -13.2079 0.188 0.177 0.510 0.10
C 9.7929 -28.8643 -9.9490 -0.458 0.757 1.142 -0.17
C 8.6890 -27.9664 -10.4669 -1.112 -0.192 -1.763 -0.15
C 7.4807 -28.9706 -10.6522 1.360 -0.725 -0.461 -0.14
O 8.0971 -30.2811 -10.5918 -0.750 -0.447 0.563 -0.15
C 9.4872 -30.1639 -10.6667 0.450 0.956 -0.067 -0.23
H 9.5741 -28.9350 -8.8751 0.354 -0.534 0.050 0.12
H 10.7921 -28.4491 -10.0480 0.008 -0.079 -0.280 0.08
H 8.9362 -27.6659 -11.4933 0.168 -0.097 0.000 0.09
H 8.4498 -27.0152 -10.0022 0.047 -0.376 0.764 0.07
H 7.0951 -28.9275 -11.6745 -0.381 0.549 0.190 0.11
H 6.6703 -29.0246 -9.9270 0.077 0.545 0.094 0.10
H 9.7573 -30.0295 -11.7249 0.442 -0.347 0.072 0.11
H 9.9823 -31.0092 -10.1908 -0.173 -0.221 -0.279 0.13
C 5.1654 -26.5065 -6.6188 -0.496 -0.642 0.435 -0.17
C 4.9661 -25.5969 -7.7912 -0.260 1.922 -1.476 -0.17
C 6.0154 -26.0656 -8.8338 -0.439 -1.050 2.414 -0.16
O 7.1250 -26.2398 -7.9340 0.949 0.151 -0.118 -0.17
C 6.6341 -26.9219 -6.7828 -0.669 -0.958 -0.469 -0.20
H 4.4208 -27.3040 -6.7085 0.531 -0.457 -0.056 0.11
H 5.0223 -26.1653 -5.5919 -0.217 0.812 -0.336 0.11
H 5.2195 -24.5608 -7.5466 0.111 -0.020 0.035 0.09
H 3.9772 -25.5230 -8.2481 -0.195 -0.448 0.381 0.09
H 6.2376 -25.4153 -9.6724 0.185 0.186 0.181 0.10
H 5.7570 -27.0791 -9.1647 -0.220 0.178 -0.511 0.11
H 7.2125 -26.7287 -5.8836 0.354 0.412 -0.280 0.12
H 6.6415 -28.0078 -6.9363 0.376 -0.038 -0.195 0.12
C 7.5806 -24.2125 -16.7375 -0.381 0.019 0.992 -0.15
O 6.8544 -25.2131 -16.0092 0.239 -0.288 -0.433 -0.13
H 7.8278 -24.4843 -17.7627 -0.222 -0.020 -0.036 0.08
H 6.9224 -23.3446 -16.6771 0.373 0.298 -0.462 0.07
H 8.5092 -24.0046 -16.1986 0.036 0.102 -0.118 0.06
H 6.8177 -26.0103 -16.5425 -0.001 -0.067 0.110 0.07
C 12.8996 -26.5717 -8.1458 1.627 0.419 -0.335 -0.16
O 11.8554 -26.2300 -9.0431 -0.138 -0.308 0.751 -0.13
H 13.4933 -25.6869 -7.8683 -0.510 0.136 0.337 0.07
H 12.5646 -27.1006 -7.2534 -0.064 -0.003 -0.080 0.09
H 13.6816 -27.1547 -8.6475 -0.532 -0.434 -0.156 0.06
H 11.1045 -26.1796 -8.4405 -0.397 0.221 -0.603 0.08